Model A:
The following is a quantum chemistry calculation of a 3-piece molecular cluster, C4H16NO2 overall, from OMol25.

Atoms and positions in Å:
C -2.1835 -0.8968 1.6964
C -0.8282 -0.8148 0.9288
N -0.6917 0.4181 0.2337
C -0.2519 1.6505 0.9350
C -1.0316 -1.8679 -0.1354
H -2.2858 -0.0120 2.3746
H -3.0831 -0.6809 1.0427
H -2.1515 -1.8979 2.3472
H -0.0427 -1.0668 1.6703
H -1.4323 0.6665 -0.4415
H 0.1537 0.4149 -0.5326
H -0.9974 2.3523 0.7408
H 0.6846 2.1321 0.5248
H 0.0428 1.4780 2.0507
H -1.6004 -1.4115 -1.0460
H -0.0239 -1.9837 -0.5487
H -1.3766 -2.8239 0.2113
H 1.2805 1.1229 -2.2543
H 1.4018 -0.4005 -2.1329
O 0.9004 0.3433 -1.8031
H 4.3378 0.9421 -1.1656
H 5.0411 1.1358 -2.5644
O 4.1376 1.2004 -2.1316

Summary:
Charge: +1
LUMO energy in eV: -2.951
Orbital gap in eV: 11.7

Need the Mulliken charges? In units of e they are: -1.18 0.13 -0.13 -0.86 -1.20 0.38 0.31 0.36 0.27 0.48 0.40 0.38 0.33 0.29 0.29 0.30 0.44 0.29 0.30 -0.59 0.33 0.33 -0.65

---

Model B:
The following is a quantum chemistry calculation of a 3-piece molecular cluster, C4H16NO2 overall, from OMol25.

Atoms and positions in Å:
C 2.1383 2.1286 0.7221
C 1.4603 0.7957 0.9129
N 1.2259 0.0343 -0.3659
C 0.5766 0.7724 -1.5108
C -0.9258 0.8679 -1.3694
H 2.1237 2.7109 1.6420
H 1.5781 2.7626 0.0251
H 3.1796 2.0605 0.4102
H 2.0872 0.1515 1.5382
H 0.5040 0.9070 1.4216
H 0.5943 -0.7583 -0.1920
H 2.1275 -0.2892 -0.6985
H 0.9094 0.2490 -2.4006
H 1.0658 1.7342 -1.6962
H -1.1771 1.8313 -0.9137
H -1.3764 0.8669 -2.3340
H -1.4250 0.0491 -0.8540
H -5.7394 -2.5035 0.9029
H -4.7738 -3.4298 1.6437
O -4.8271 -2.8071 0.9112
H 0.7161 -3.3249 0.5103
H -0.2310 -2.2870 1.2620
O 0.1887 -2.5220 0.4328

Summary:
Charge: +1
LUMO energy in eV: -2.943
Orbital gap in eV: 10.8

Need the Mulliken charges? In units of e they are: -1.20 -0.34 0.00 -0.53 -1.10 0.37 0.33 0.33 0.40 0.35 0.17 0.39 0.42 0.41 0.29 0.38 0.36 0.32 0.32 -0.65 0.31 0.34 -0.69

---

Which of them is the most stable? Correct choice: model B.

---

Model A:
The following is a quantum chemistry calculation of a 3-piece molecular cluster, C4H16NO2 overall, from OMol25.

Atoms and positions in Å:
C -1.9768 -0.9522 -1.6035
C -1.2780 0.1504 -0.6757
N 0.0001 -0.3103 -0.0031
C 1.2050 -0.0713 -1.0237
C 2.3794 -0.6904 -0.4265
H -1.3984 -1.0601 -2.5587
H -3.0711 -0.7246 -1.9185
H -1.9425 -1.8566 -1.1172
H -1.1084 1.1521 -1.0591
H -2.1407 0.1569 0.0388
H -0.0832 -1.2880 0.3691
H 0.1788 0.2964 0.7753
H 1.2336 0.9840 -1.2383
H 1.0632 -0.5010 -2.0920
H 2.2711 -1.8454 -0.5572
H 3.3906 -0.6068 -0.9334
H 2.6341 -0.4540 0.6577
H 0.1674 0.0948 3.9432
H 1.1852 0.1274 2.8115
O 0.3273 -0.0011 3.0520
H -0.4056 2.3810 1.6168
H -1.7461 2.5075 1.1508
O -0.8850 2.5113 0.7917

Summary:
Charge: +1
LUMO energy in eV: -2.944
Orbital gap in eV: 12.4

Need the Mulliken charges? In units of e they are: -1.16 -0.55 0.08 -0.22 -1.04 0.32 0.35 0.39 0.47 0.30 0.44 0.08 0.38 0.26 0.30 0.37 0.22 0.30 0.28 -0.59 0.31 0.32 -0.61

---

Model B:
The following is a quantum chemistry calculation of a 3-piece molecular cluster, C4H16NO2 overall, from OMol25.

Atoms and positions in Å:
C 2.0636 -0.6072 -0.4289
C 1.0018 0.4527 -0.4089
C 0.0640 0.2183 -1.5839
C -0.4077 1.5472 -2.1429
N 0.2566 0.2394 0.9476
H 2.6756 -0.5084 -1.4043
H 1.7854 -1.7106 -0.4238
H 2.8061 -0.6276 0.4557
H 1.2851 1.5321 -0.3961
H 0.5051 -0.4302 -2.4946
H -0.7809 -0.5258 -1.3291
H -1.3360 1.4524 -2.7780
H -0.6153 2.1959 -1.3130
H 0.3573 2.0830 -2.7258
H -0.0180 -0.7841 1.1472
H 0.7727 0.5116 1.7501
H -0.6723 0.6595 0.8482
H -2.9885 0.5325 -0.5105
H -3.6099 -0.3077 0.6429
O -2.8002 0.1435 0.3715
H -0.3952 -1.5443 4.4679
H 0.2181 -2.7024 3.7273
O -0.1673 -1.8198 3.5814

Summary:
Charge: +1
LUMO energy in eV: -2.816
Orbital gap in eV: 12.2

Need the Mulliken charges? In units of e they are: -1.45 0.16 -0.32 -1.35 -0.28 0.36 0.36 0.38 0.42 0.32 0.30 0.33 0.40 0.36 0.39 0.35 0.25 0.31 0.31 -0.63 0.31 0.33 -0.62

---

Which of them is the most stable? Correct choice: model B.

---

Model A:
The following is a quantum chemistry calculation of one molecule with the formula C2H6N6, from OMol25.

Atoms and positions in Å:
N -1.1892 -0.5724 2.1225
N -0.9953 0.6796 1.4328
C -0.2427 0.3737 0.3793
N 0.1899 1.3847 -0.3775
N 0.8545 1.0155 -1.5704
C 1.1916 -0.1721 -1.8261
N 0.9219 -1.2077 -0.9124
N -0.2196 -0.9449 0.0024
H -2.3530 -0.6010 2.3662
H -0.7499 -0.6414 3.0651
H -1.5620 1.5794 1.5615
H 1.7075 -0.2494 -2.7682
H 0.6733 -2.1728 -1.2531
H -0.3449 -1.6071 0.8283

Summary:
Charge: 0
LUMO energy in eV: 0.464
Orbital gap in eV: 7.7

Need the Mulliken charges? In units of e they are: -0.63 -0.08 0.33 -0.50 -0.38 -0.02 -0.36 -0.22 0.28 0.23 0.29 0.39 0.28 0.39

---

Model B:
The following is a quantum chemistry calculation of one molecule with the formula C2H6N6, from OMol25.

Atoms and positions in Å:
N 1.9887 -1.8184 0.5319
N 0.5993 -1.6461 0.6184
C 0.0680 -0.4268 0.0184
N 0.9979 0.4331 -0.4052
N 0.4431 1.7215 -0.4304
C -0.7381 2.0167 -0.5529
N -1.7336 1.0026 -0.4299
N -1.3248 -0.2151 0.2467
H 2.3958 -0.9519 1.1723
H 2.1756 -1.7004 -0.4723
H 0.0790 -2.4600 0.5620
H -1.0775 3.0382 -0.9240
H -2.5585 0.8895 -1.2247
H -1.3150 0.1171 1.2897

Summary:
Charge: 0
LUMO energy in eV: 0.767
Orbital gap in eV: 9.3

Need the Mulliken charges? In units of e they are: -0.65 -0.12 0.42 -0.30 -0.49 -0.03 -0.26 -0.37 0.32 0.30 0.25 0.36 0.28 0.30

---

Which of them is the most stable? Correct choice: model B.

---

Model A:
The following is a quantum chemistry calculation of one molecule with the formula C2H6N6, from OMol25.

Atoms and positions in Å:
N -0.5030 1.7668 2.0988
C -0.3310 0.9108 1.0191
N -0.0021 1.3412 -0.1870
N 0.8039 0.4495 -0.8679
C 0.3373 -0.8061 -1.1522
N 0.3386 -1.0942 -2.5436
N -0.1358 -1.2793 0.0975
N -0.2060 -0.4016 1.1929
H -0.9634 1.1654 2.8939
H -0.0076 2.2590 -0.1632
H 1.0415 0.9263 -1.7220
H 0.0740 -2.0412 -2.9482
H 0.1070 -2.1777 0.3200
H -0.5533 -1.0188 1.9618

Summary:
Charge: 0
LUMO energy in eV: 0.568
Orbital gap in eV: 8.7

Need the Mulliken charges? In units of e they are: -0.72 0.42 -0.16 -0.29 0.32 -0.63 -0.24 -0.12 0.18 0.23 0.31 0.21 0.23 0.26

---

Model B:
The following is a quantum chemistry calculation of C2H6N6 as an isolated structure, from OMol25.

Atoms and positions in Å:
C 1.2156 1.7862 0.1178
C -0.3942 -0.0079 0.0454
H 0.5856 2.5191 0.0223
H 1.2046 1.7636 1.1934
H 2.1525 1.9077 -0.4440
H 2.3184 -0.0945 0.7163
H -2.7809 -0.9069 0.0416
H -3.4628 0.4430 0.4930
N 0.7803 0.5161 -0.2254
N 1.7687 -0.5274 -0.3716
N 1.0820 -1.6532 0.0772
N -0.1789 -1.3751 0.2847
N -1.3978 0.7047 0.0812
N -2.7608 0.0060 -0.2750

Summary:
Charge: 0
LUMO energy in eV: -0.704
Orbital gap in eV: 7.6

Need the Mulliken charges? In units of e they are: -1.14 0.53 0.48 0.40 0.32 0.36 0.25 0.26 0.09 -0.20 -0.34 -0.12 -0.35 -0.54

---

Which of them is the most stable? Correct choice: model A.